# 1
The following is a quantum chemistry calculation of a structure of composition C41H45O3P2Ti at a distorted geometry, from the OMol25 dataset.

Properties
Gap between HOMO and LUMO (alpha / beta): 5.55 / 6.80 eV
E_LUMO (alpha / beta): 0.5 / 0.4 eV
HOMO energy (alpha / beta): -5.059 / -6.366 eV
Spin multiplicity: 2

The geometry in XYZ format:
```
92
C41H45O3P2Ti | the OMol25 dataset | ωB97M-V/def2-TZVPD
Ti -0.50 0.53 1.01
C -4.53 -4.92 0.89
O -4.18 -4.71 2.24
C -3.40 -3.63 2.53
C -3.07 -3.44 3.87
C -2.28 -2.38 4.24
C -1.76 -1.43 3.31
C -0.92 -0.37 3.74
C -0.68 0.02 5.16
O -0.34 0.43 2.86
C -2.15 -1.65 1.96
O -1.74 -0.82 0.96
C -2.94 -2.73 1.58
H -5.14 -5.82 0.87
H -3.64 -5.06 0.27
H -5.11 -4.08 0.50
H -3.44 -4.14 4.61
H -2.03 -2.27 5.28
H -1.36 -0.46 5.86
H -0.79 1.10 5.25
H 0.35 -0.22 5.47
H -3.20 -2.81 0.53
C 1.19 -2.19 -1.53
C -0.24 -1.77 -1.88
P -0.32 0.04 -2.28
C 0.09 -0.07 -4.07
C -0.87 -0.30 -5.05
C -0.51 -0.43 -6.38
C 0.82 -0.34 -6.76
C 1.79 -0.12 -5.80
C 1.43 0.03 -4.46
C -2.10 0.43 -2.37
C -3.11 -0.44 -2.00
C -4.44 -0.02 -2.05
C -4.76 1.25 -2.48
C -3.75 2.12 -2.87
C -2.43 1.71 -2.81
C 1.66 -1.96 -0.08
P 1.97 -0.22 0.48
C 2.66 -0.47 2.15
C 3.18 0.65 2.80
C 3.64 0.56 4.10
C 3.58 -0.65 4.78
C 3.06 -1.77 4.15
C 2.59 -1.68 2.84
C 3.40 0.34 -0.48
C 3.22 1.32 -1.44
C 4.31 1.81 -2.17
C 5.58 1.32 -1.91
C 5.77 0.34 -0.93
C 4.69 -0.14 -0.21
H 1.90 -1.72 -2.22
H 1.28 -3.26 -1.70
H -0.92 -1.99 -1.05
H -0.58 -2.34 -2.75
H -1.92 -0.38 -4.78
H -1.27 -0.61 -7.13
H 1.10 -0.44 -7.80
H 2.84 -0.04 -6.08
H 2.20 0.20 -3.73
H -2.88 -1.44 -1.67
H -5.22 -0.71 -1.74
H -5.79 1.57 -2.50
H -3.99 3.12 -3.21
H -1.64 2.40 -3.10
H 2.60 -2.51 0.06
H 0.92 -2.38 0.61
H 3.22 1.61 2.29
H 4.04 1.44 4.59
H 3.93 -0.72 5.80
H 3.00 -2.71 4.67
H 2.17 -2.56 2.37
H 2.23 1.73 -1.61
H 4.16 2.57 -2.91
H 6.43 1.70 -2.46
H 6.76 -0.03 -0.72
H 4.84 -0.89 0.55
C 0.55 3.71 -0.19
C -0.63 3.58 0.78
C -0.12 3.79 2.21
C -1.64 4.69 0.46
C -1.30 2.21 0.63
H 0.98 4.72 -0.17
H 0.24 3.49 -1.21
H 1.35 3.01 0.07
H 0.35 4.77 2.32
H 0.62 3.03 2.49
H -0.93 3.71 2.93
H -1.20 5.68 0.56
H -2.50 4.63 1.13
H -2.01 4.58 -0.57
H -2.39 2.27 0.55
```

=====

# 2
The following is a quantum chemistry calculation of a structure of composition C41H46BN12O9Rb, from the OMol25 dataset.

Properties
Gap between HOMO and LUMO: 5.46 eV
E_LUMO: 3.5 eV
HOMO energy: -1.950 eV
Total charge: -2
Spin multiplicity: 1
ΔE to the lowest compared entry with this formula, charge and spin: 3.1 kcal per mole

The geometry in XYZ format:
```
110
C41H46BN12O9Rb | the OMol25 dataset | ωB97M-V/def2-TZVPD
Rb -0.41 0.33 -0.27
C 3.75 -1.50 -0.62
C 3.79 -0.62 0.59
C 4.91 -0.21 1.33
C 4.40 0.61 2.31
C 5.13 1.36 3.37
N 3.06 0.66 2.14
N 2.69 -0.09 1.08
B 2.06 1.45 3.00
N 1.52 2.70 2.26
N 0.94 2.62 1.05
C 0.63 3.85 0.68
C -0.04 4.11 -0.63
C 1.01 4.77 1.67
C 1.57 3.99 2.66
C 2.16 4.43 3.96
N 0.92 0.54 3.53
N 0.11 -0.16 2.71
C -0.72 -0.85 3.48
C -1.75 -1.74 2.87
C -0.45 -0.60 4.83
C 0.60 0.29 4.82
C 1.32 0.89 5.98
H 4.76 -1.83 -0.88
H 3.14 -2.38 -0.45
H 3.34 -0.96 -1.47
H 5.95 -0.46 1.16
H 6.20 1.18 3.26
H 4.96 2.44 3.30
H 4.83 1.06 4.37
H 2.65 1.86 3.97
H -0.09 3.21 -1.24
H -1.06 4.49 -0.49
H 0.51 4.86 -1.21
H 0.90 5.84 1.67
H 2.10 5.52 4.03
H 1.62 4.01 4.82
H 3.20 4.14 4.06
H -1.73 -1.66 1.79
H -1.58 -2.79 3.14
H -2.76 -1.47 3.20
H -0.95 -1.01 5.70
H 0.88 0.52 6.91
H 2.38 0.64 5.98
H 1.25 1.98 5.99
C -1.28 -4.46 0.29
C 0.16 -4.29 0.72
O 0.91 -3.52 -0.21
H -1.84 -5.01 1.05
H -1.34 -5.01 -0.65
H -1.77 -3.50 0.14
H 0.67 -5.26 0.77
H 0.22 -3.83 1.71
H 0.65 -2.60 -0.09
O -8.22 4.44 0.33
N -7.38 4.43 -0.56
O -7.45 5.11 -1.57
C -6.25 3.54 -0.41
C -5.28 3.48 -1.40
C -4.21 2.64 -1.26
C -3.98 1.77 -0.10
O -3.00 1.07 0.08
C -5.10 1.87 0.85
C -6.16 2.72 0.72
N -5.14 0.99 2.02
O -5.87 1.32 2.95
O -4.51 -0.05 1.99
N -3.25 2.64 -2.38
O -2.30 1.89 -2.35
O -3.48 3.41 -3.32
H -5.36 4.10 -2.28
H -6.92 2.75 1.48
C -1.52 -1.91 -6.35
N -1.59 -2.76 -5.16
N -2.20 -2.10 -4.08
C -1.43 -2.26 -2.92
O -1.73 -1.81 -1.83
C -0.27 -3.03 -3.34
C -0.38 -3.24 -4.66
C 0.62 -3.83 -5.60
C -3.58 -1.85 -4.10
C -4.11 -0.90 -3.23
C -5.48 -0.66 -3.24
C -6.31 -1.34 -4.12
C -5.77 -2.27 -4.99
C -4.41 -2.54 -4.98
H -2.49 -1.47 -6.53
H -1.25 -2.53 -7.21
H -0.78 -1.11 -6.23
H 0.53 -3.31 -2.68
H 1.46 -4.23 -5.03
H 1.01 -3.07 -6.28
H 0.18 -4.63 -6.19
H -3.46 -0.38 -2.55
H -5.88 0.07 -2.56
H -7.37 -1.13 -4.13
H -6.41 -2.81 -5.68
H -3.99 -3.29 -5.64
N 5.69 1.41 -6.43
C 4.85 1.27 -5.65
C 3.80 1.08 -4.70
C 2.98 -0.05 -4.75
C 1.97 -0.21 -3.82
C 1.68 0.69 -2.77
C 2.55 1.81 -2.78
C 3.57 2.02 -3.69
H 3.16 -0.79 -5.53
H 1.38 -1.12 -3.92
H 2.43 2.56 -2.00
H 4.20 2.89 -3.63
```